# 1
This record from the Open Molecules 2025 dataset describes a structure of composition C6H5N2O4PtS3 in a non-equilibrium geometry. The level of theory is the ωB97M-V functional and the def2-TZVPD basis.

The calculation puts the molar mass at 460.40 u. The spin multiplicity is 4. The HOMO-LUMO gap (spin up / spin down) comes out at 3.66 / 5.61 eV. As for the net charge: -2. The value obtained for the energy above the lowest of the compared OMol25 structures with the same formula, charge and spin is 44.1 kcal/mol.

XYZ file:
```
21
Properties=species:S:1:pos:R:3:forces:R:3
Pt -1.389038 -0.225319 -0.928824 -1.1 1.5 0.1
O 0.596862 -0.044719 -0.474524 -0.5 -1.7 -0.6
N 1.154462 1.046281 0.026176 -0.1 1.6 0.3
C 2.423362 0.912481 0.562076 0.6 -0.5 0.2
C 3.002762 1.925781 1.271976 0.0 0.0 -0.1
C 2.343462 3.145281 1.423876 0.5 0.2 0.4
C 1.095562 3.297881 0.784076 -0.3 -0.2 -0.2
C 0.507662 2.260181 0.097976 0.1 0.3 0.2
S -1.023938 2.454981 -0.674424 -0.7 -1.0 -0.4
H 2.874162 -0.052719 0.395276 0.0 0.0 0.0
H 3.984862 1.768681 1.702976 0.0 -0.1 0.0
H 2.761062 3.947481 2.013776 0.1 0.1 0.0
H 0.564262 4.234981 0.827376 -0.1 0.1 0.0
N -4.481038 -0.229019 -1.233124 1.4 -0.1 0.1
C -3.273138 -0.296119 -1.167024 -0.1 0.1 0.3
H -5.177738 -0.361219 -0.510924 0.3 0.0 -0.2
O -0.371738 -5.347119 0.325976 -0.3 0.4 -0.3
S -1.199238 -4.961819 -0.818424 -0.3 -1.1 0.3
O -2.616138 -5.295619 -0.657724 0.5 0.2 0.0
O -0.640438 -5.381919 -2.103924 -0.2 0.6 0.2
S -1.136038 -2.798419 -0.862624 0.3 -0.2 -0.1
```
Forces are in eV/Å.

These are the natural (NBO) partial charges, in e, on atoms 1 to 6: number 1, Pt, carries 0.49; number 2, O, carries -0.68; number 3, N, carries -0.07; number 4, C, carries -0.13; number 5, C, carries -0.25; number 6, C, carries -0.38

# 2
This record from the Open Molecules 2025 dataset describes a cluster of 2 separate species, C6H5N2O4S2 in total in a non-equilibrium geometry. The level of theory is the ωB97M-V functional and the def2-TZVPD basis.

The calculation puts the molar mass at 233.25 u. The spin multiplicity is 3. The HOMO-LUMO gap (spin up / spin down) comes out at 9.10 / 6.09 eV. As for the net charge: +1. The value obtained for the energy above the lowest of the compared OMol25 structures with the same formula, charge and spin is 0.0 kcal/mol.

XYZ file:
```
19
Properties=species:S:1:pos:R:3:forces:R:3
C 1.379380 -0.078687 -0.065491 -0.1 0.0 0.0
C 0.736059 0.087955 1.153879 -0.3 0.0 0.1
C 0.659763 -0.130279 -1.251277 -0.2 0.0 0.0
C -0.647427 0.188967 1.197568 0.3 0.0 0.4
C -0.722472 -0.020842 -1.225992 0.3 0.0 -0.5
C -1.336732 0.127633 0.001900 -0.9 0.1 0.0
N -5.235621 -3.151112 -0.122833 0.6 -1.6 -0.1
N -5.621577 -2.120781 -0.044373 0.4 -1.2 -0.1
O -3.668738 -0.311767 -1.200846 0.4 0.4 -0.2
O -3.615221 -0.432705 1.266302 0.4 0.5 0.2
O -5.998241 -1.033611 0.030569 -1.4 2.7 0.2
O -3.537437 1.848505 0.129420 -0.5 1.1 0.0
S -3.089131 0.038135 0.042006 0.6 -1.9 -0.1
S -4.895511 2.443844 -0.202525 0.3 -0.2 0.1
H 2.453459 -0.176987 -0.091239 0.1 0.0 0.0
H 1.303716 0.124295 2.071233 0.0 0.0 0.0
H 1.167366 -0.270629 -2.192700 0.0 0.0 -0.1
H -1.184410 0.289137 2.126589 0.0 0.0 0.2
H -1.316624 -0.073538 -2.123613 0.0 0.0 -0.2
```
Forces are in eV/Å.

These are the natural (NBO) partial charges, in e, on atoms 1 to 6: number 1, C, carries -0.12; number 2, C, carries -0.19; number 3, C, carries -0.19; number 4, C, carries -0.18; number 5, C, carries -0.18; number 6, C, carries -0.30

# 3
This record from the Open Molecules 2025 dataset describes an isolated molecule of C6H5N3 in a non-equilibrium geometry. The level of theory is the ωB97M-V functional and the def2-TZVPD basis.

The calculation puts the molar mass at 119.13 u. The HOMO-LUMO gap comes out at 9.08 eV. The value obtained for the energy above the lowest of the compared OMol25 structures with the same formula, charge and spin is 70.4 kcal/mol. As for the SMILES: C#C/C=C\c1nc[nH]n1.

XYZ file:
```
14
Properties=species:S:1:pos:R:3:forces:R:3
C 1.545240 -2.390075 -1.099644 0.3 0.4 0.3
C 1.700218 -1.204339 -1.355441 -0.6 -2.5 0.9
C 1.733266 0.208699 -1.422463 -1.3 0.7 1.7
C 0.912818 1.005983 -0.654840 0.8 -2.4 -1.7
C -0.217270 0.643794 0.185104 0.7 0.9 0.1
C -1.997038 0.935457 1.339370 1.7 2.0 -2.7
H 1.458545 -3.425593 -0.690523 0.1 1.6 -0.9
H 2.508316 0.625493 -2.026536 0.2 0.5 -0.4
H 0.934345 2.027053 -0.822441 0.4 1.9 -0.2
H -2.888479 1.449044 1.678818 0.1 -0.8 0.4
H -2.116483 -1.119963 1.570497 -0.4 -0.7 0.8
N -1.121411 1.597049 0.548006 -0.8 0.0 0.9
N -1.576593 -0.316653 1.368625 -0.8 -1.2 1.0
N -0.439090 -0.530845 0.703034 -0.5 -0.6 -0.3
```
Forces are in eV/Å.

These are the natural (NBO) partial charges, in e, on atoms 1 to 6: number 1, C, carries -0.20; number 2, C, carries -0.06; number 3, C, carries -0.24; number 4, C, carries -0.17; number 5, C, carries 0.24; number 6, C, carries 0.15

# 4
This record from the Open Molecules 2025 dataset describes a structure of composition C6H5N3O in a non-equilibrium geometry. The level of theory is the ωB97M-V functional and the def2-TZVPD basis.

The calculation puts the molar mass at 135.13 u. The HOMO-LUMO gap comes out at 9.19 eV. The value obtained for the energy above the lowest of the compared OMol25 structures with the same formula, charge and spin is 96.1 kcal/mol.

XYZ file:
```
15
Properties=species:S:1:pos:R:3:forces:R:3
C 2.871414 -1.038709 0.190591 -1.3 1.1 -1.0
C 2.018378 0.830052 -0.423582 -2.4 -0.3 0.6
C -1.254214 0.985343 0.430872 0.4 -1.3 -0.8
C -0.348943 0.005471 0.132631 -4.8 -0.1 0.0
C -2.091368 -1.020047 -0.195119 3.7 -0.1 0.5
C -2.618931 0.388593 0.056310 2.7 -1.8 1.6
N 3.139015 0.208616 -0.307802 1.2 0.6 -0.3
N 1.604443 -1.263146 0.375866 -0.7 0.3 -0.1
N 0.987239 -0.095954 0.022065 3.1 1.2 -0.3
O -2.328895 -2.162044 -0.282718 -0.4 1.6 0.0
H 3.562832 -1.831181 0.178822 0.9 -0.6 0.5
H 1.795470 1.911886 -0.791918 0.4 -2.4 0.8
H -1.246712 2.052386 0.638718 0.6 -0.1 0.2
H -3.299016 0.256485 0.853526 -1.6 0.8 0.4
H -2.790710 0.772250 -0.878255 -2.0 1.1 -2.1
```
Forces are in eV/Å.

These are the natural (NBO) partial charges, in e, on atoms 1 to 6: number 1, C, carries 0.13; number 2, C, carries 0.19; number 3, C, carries -0.28; number 4, C, carries 0.06; number 5, C, carries 0.74; number 6, C, carries -0.54

# 5
This record from the Open Molecules 2025 dataset describes an isolated molecule of C6H5NO in a non-equilibrium geometry. The level of theory is the ωB97M-V functional and the def2-TZVPD basis.

The calculation puts the molar mass at 107.11 u. The HOMO-LUMO gap comes out at 8.52 eV. The value obtained for the energy above the lowest of the compared OMol25 structures with the same formula, charge and spin is 42.0 kcal/mol. As for the SMILES: O=c1cccccn1.

XYZ file:
```
13
Properties=species:S:1:pos:R:3:forces:R:3
C -0.587054 -0.098606 1.169209 -3.5 0.4 -3.2
C 0.788473 -0.245992 1.098626 3.6 0.7 3.2
C 1.682011 0.040515 0.148758 0.3 -2.7 -2.2
C 1.352472 -0.057783 -1.322590 0.1 1.4 3.3
C 0.198237 0.131756 -1.941038 2.7 0.3 -3.5
C -0.965199 0.176331 -1.303269 -5.3 1.6 4.9
H 1.166899 -0.362900 2.173981 -0.2 0.1 -1.6
H 2.754181 -0.107476 0.443252 -1.1 0.6 -0.6
H 2.106716 -0.060011 -1.986362 3.3 -0.1 -1.7
H 0.181388 0.445039 -3.060183 0.2 -1.2 1.9
H -1.808614 0.439430 -1.895693 -0.8 0.0 -0.8
N -1.354821 0.215996 -0.027918 1.0 -0.8 -1.3
O -1.216308 -0.192921 2.177780 -0.3 -0.2 1.5
```
Forces are in eV/Å.

These are the natural (NBO) partial charges, in e, on atoms 1 to 6: number 1, C, carries 0.56; number 2, C, carries -0.23; number 3, C, carries -0.17; number 4, C, carries -0.11; number 5, C, carries -0.27; number 6, C, carries 0.08

# 6
This record from the Open Molecules 2025 dataset describes an isolated molecule of C6H5NO in a non-equilibrium geometry. The level of theory is the ωB97M-V functional and the def2-TZVPD basis.

The calculation puts the molar mass at 107.11 u. The HOMO-LUMO gap comes out at 8.58 eV. The value obtained for the energy above the lowest of the compared OMol25 structures with the same formula, charge and spin is 146.8 kcal/mol. As for the SMILES: C#C/C(C#N)=C\OC.

XYZ file:
```
13
Properties=species:S:1:pos:R:3:forces:R:3
C 0.218465 1.376521 -2.091702 1.7 -1.6 0.7
C -1.161836 0.295610 -0.309393 3.3 -1.3 0.4
C -0.045795 0.111982 0.668021 -3.7 -2.5 -2.1
C 1.394788 -0.301548 0.382160 3.5 -0.3 -3.4
C 2.522840 -0.590361 -0.226416 -2.5 -1.2 4.3
C -0.824603 -0.721687 1.694135 2.1 -2.7 6.2
H 0.899299 0.466061 -2.566568 -1.8 2.8 1.3
H 0.817657 2.025292 -1.303224 -1.4 -2.1 -0.9
H -0.045585 2.160376 -2.800464 -0.5 -0.7 -0.4
H -2.138284 -0.258849 0.057196 1.6 2.0 -1.3
H 3.634008 -1.287085 -0.182755 -4.1 2.8 -0.4
N -1.038053 -1.380755 2.715088 0.7 3.9 -6.4
O -1.065484 0.692049 -1.613828 1.0 0.9 2.0
```
Forces are in eV/Å.

These are the natural (NBO) partial charges, in e, on atoms 1 to 6: number 1, C, carries -0.29; number 2, C, carries 0.30; number 3, C, carries -0.34; number 4, C, carries -0.03; number 5, C, carries -0.28; number 6, C, carries 0.22

# 7
This record from the Open Molecules 2025 dataset describes a structure of composition C6H5NO3 in a non-equilibrium geometry. The level of theory is the ωB97M-V functional and the def2-TZVPD basis.

The calculation puts the molar mass at 139.11 u. The HOMO-LUMO gap comes out at 7.90 eV. The value obtained for the energy above the lowest of the compared OMol25 structures with the same formula, charge and spin is 209.7 kcal/mol.

XYZ file:
```
15
Properties=species:S:1:pos:R:3:forces:R:3
C -2.096704 0.880674 -0.303181 -2.5 1.0 1.1
C -0.836807 1.129638 -0.094432 5.5 3.1 -0.2
C 0.499338 0.413352 0.039972 0.1 2.1 1.3
C 1.849571 0.717657 0.341656 0.4 -0.5 0.3
C 2.530071 -0.587607 0.245464 2.9 -1.3 -3.3
C 1.642206 -1.454533 -0.343471 -3.2 -2.6 0.3
H -2.825864 1.843410 -0.234266 1.3 -3.1 -0.7
H -0.519106 2.225538 -0.176962 -1.0 -1.3 0.1
H 2.462476 1.631678 0.599799 -1.5 -1.0 -0.4
H 3.653214 -0.952923 -0.021406 -2.4 1.8 1.5
H 1.282594 -2.662613 -0.861938 2.3 4.0 2.1
N -2.565604 -0.467777 0.087863 -0.5 -1.6 5.1
O -3.607466 -0.995780 -0.335202 3.3 1.4 0.8
O -1.900595 -0.875339 1.266041 -3.3 1.1 -5.7
O 0.432670 -0.845374 -0.209941 -1.3 -3.2 -2.3
```
Forces are in eV/Å.

These are the natural (NBO) partial charges, in e, on atoms 1 to 6: number 1, C, carries -0.15; number 2, C, carries -0.13; number 3, C, carries 0.25; number 4, C, carries -0.29; number 5, C, carries -0.34; number 6, C, carries 0.10

# 8
This record from the Open Molecules 2025 dataset describes an isolated molecule of C6H5NO4 in a non-equilibrium geometry. The level of theory is the ωB97M-V functional and the def2-TZVPD basis.

The calculation puts the molar mass at 155.11 u. The HOMO-LUMO gap comes out at 8.28 eV. The value obtained for the energy above the lowest of the compared OMol25 structures with the same formula, charge and spin is 67.5 kcal/mol. As for the SMILES: O=[N+]([O-])c1cccc(O)c1O.

XYZ file:
```
16
Properties=species:S:1:pos:R:3:forces:R:3
C 1.410168 -0.460281 -0.106630 -1.6 1.7 0.0
C 1.660174 0.922065 -0.012448 4.8 -3.2 0.0
C 0.722370 1.816547 0.024921 -4.7 4.7 0.3
C -0.646751 1.471440 0.019559 5.6 -3.5 -1.2
C -0.935184 0.157183 -0.055347 -0.4 -2.2 0.0
C 0.052120 -0.847305 -0.126496 1.7 1.7 0.4
H 2.123863 -2.204692 0.008484 -0.9 -1.8 0.2
H 2.716703 1.216433 0.125594 -0.6 -0.2 -0.3
H 0.829279 2.940393 0.126229 0.7 -1.6 -0.1
H -1.249308 2.155236 0.291816 -4.8 4.6 1.2
H -1.005526 -2.384148 0.062375 -1.2 -0.1 0.2
N -2.338580 -0.295574 -0.032257 3.5 -2.1 0.5
O 2.422934 -1.333839 -0.126663 1.0 1.6 -0.2
O -0.102116 -2.143368 -0.102607 0.6 -2.0 -0.4
O -2.521041 -1.484454 0.269157 -0.8 0.4 0.0
O -3.139108 0.474359 -0.365683 -3.2 2.0 -0.6
```
Forces are in eV/Å.

These are the natural (NBO) partial charges, in e, on atoms 1 to 6: number 1, C, carries 0.26; number 2, C, carries -0.25; number 3, C, carries -0.20; number 4, C, carries -0.20; number 5, C, carries -0.05; number 6, C, carries 0.30